No. 1
A molecular structure, CH2I3P, computed with ωB97M-V/def2-TZVPD.

Geometry as XYZ:
```
7
Properties=species:S:1:pos:R:3:forces:R:3:lowdin_charge:R:1
C 0.19732 -0.11227 -0.56358 -0.2 1.6 -0.6 -1.929
P -1.12994 -0.25419 0.78573 0.9 -2.0 0.1 0.587
I -0.59613 -0.77997 -2.46937 0.5 0.1 0.7 0.602
I 0.16772 2.37159 -0.62671 0.1 -1.7 -0.4 0.401
I 2.27460 -0.60387 -0.25148 -0.9 0.0 0.0 0.623
H -0.41478 0.67821 1.42973 0.4 1.2 1.4 -0.220
H -0.49879 -1.29951 1.69568 -0.7 0.8 -1.3 -0.064
```
Forces are in eV/Å.

Output
- Energy relative to the best compared isomer or geometry (same formula, charge and spin): 0.958 eV
- Orbital gap: 7.72 eV
- Calculated total energy: -34658.031 eV



No. 2
A molecular structure, C47H30F4N5PV, computed with ωB97M-V/def2-TZVPD.

Geometry as XYZ:
```
88
Properties=species:S:1:pos:R:3:forces:R:3:lowdin_spin:R:1
V -0.60472 -0.18039 -1.27413 -0.7 0.0 -0.2 2.672
C -2.25554 4.43054 1.58338 0.1 0.0 0.0 0.000
C -2.53517 4.40180 0.10472 0.0 0.0 0.0 0.001
C -2.92430 5.58532 -0.51786 0.0 0.0 0.0 0.001
C -3.20729 5.64324 -1.87610 0.0 0.0 0.1 0.000
C -3.09464 4.49750 -2.64468 0.0 0.0 0.0 0.001
C -2.69419 3.31418 -2.04126 0.0 0.0 0.1 0.013
C -2.42215 3.23621 -0.67424 0.0 0.2 -0.2 0.020
P -1.88001 1.54662 -0.14369 0.3 -0.5 0.2 0.121
C -0.50280 1.97175 1.01882 0.1 0.2 0.1 0.027
C 0.56864 2.54066 0.30304 -0.1 -0.1 0.1 0.031
C 1.78972 2.81659 0.88769 0.0 0.0 0.0 0.004
C 1.97942 2.51935 2.22877 0.0 0.0 0.0 0.019
C 0.92298 2.00279 2.95755 0.0 0.0 0.0 0.003
C -0.32916 1.73964 2.39606 0.0 0.1 -0.2 0.016
C -1.40468 1.25261 3.33256 0.0 0.0 0.0 0.002
C -3.34403 0.96348 0.83077 0.0 0.1 0.0 0.005
C -4.40461 1.82583 1.09999 0.0 0.1 0.0 0.002
C -5.51672 1.41818 1.82336 -0.1 0.1 0.0 -0.001
C -5.58192 0.11936 2.29335 0.0 0.0 0.0 0.001
C -4.54396 -0.75497 2.00701 0.0 0.0 0.0 -0.001
C -3.42691 -0.37107 1.26879 -0.1 0.0 0.1 -0.009
C -2.37665 -1.42244 0.95091 0.2 0.0 0.0 -0.014
H -2.70136 5.31776 2.03448 0.0 0.0 0.0 0.000
H -1.18048 4.44661 1.77566 0.0 0.0 0.0 0.000
H -2.65610 3.55235 2.08826 0.0 0.0 0.0 0.000
H -3.01613 6.48354 0.08385 0.0 0.0 0.0 0.000
H -3.51399 6.58009 -2.32583 0.0 0.0 0.0 0.000
H -3.30342 4.52034 -3.70710 0.0 0.0 0.0 0.000
H -2.56943 2.41750 -2.63941 0.0 0.0 0.0 0.011
H 0.43837 2.74708 -0.75498 0.0 0.0 0.0 0.011
H 2.59126 3.23326 0.29058 0.0 0.0 0.0 0.000
H 2.93809 2.68576 2.70455 0.0 0.0 0.0 0.001
H 1.06205 1.79496 4.01375 0.0 0.0 0.0 0.000
H -1.11842 1.47578 4.36217 0.0 0.0 0.0 0.000
H -1.55082 0.17634 3.25509 0.0 -0.1 0.0 0.001
H -2.37139 1.71423 3.14220 0.0 0.0 0.0 0.000
H -4.38037 2.84506 0.73577 0.0 -0.1 0.0 0.000
H -6.32456 2.11710 2.00662 0.0 0.0 0.0 0.000
H -6.44119 -0.22328 2.85793 0.0 0.0 0.0 0.000
H -4.60082 -1.78362 2.34658 0.0 0.0 0.0 0.000
H -2.80508 -2.39578 1.22992 0.0 0.0 0.0 -0.003
H -1.50944 -1.27016 1.60780 0.0 0.0 0.0 0.001
N 1.03736 -0.61629 -0.13060 0.2 -0.1 0.2 0.038
C 1.97481 -0.78027 0.52054 -0.1 0.1 -0.2 0.100
C 3.23216 -0.88103 1.18873 0.2 0.1 0.0 0.010
C 3.41335 -1.69456 2.30284 -0.1 0.1 0.0 0.015
C 4.67316 -1.79429 2.87162 0.0 0.2 0.1 -0.002
C 5.73954 -1.09559 2.32799 0.0 0.1 0.1 0.014
C 5.55751 -0.28428 1.21232 0.0 0.0 0.0 -0.001
C 4.30860 -0.17238 0.63441 -0.1 0.0 0.1 0.014
H 2.58712 -2.27873 2.68478 0.0 0.0 0.0 0.001
H 4.83443 -2.47218 3.69766 0.0 0.0 0.0 0.000
H 6.73308 -1.22589 2.73795 0.0 0.0 0.0 0.001
H 6.40576 0.21369 0.76053 0.0 0.0 0.0 0.000
H 4.15427 0.41900 -0.26130 0.0 0.0 0.1 0.001
C -1.95562 -1.32838 -0.49161 0.0 0.3 -0.1 -0.166
C -2.84002 -1.97410 -1.45559 0.0 -0.1 0.0 -0.017
C -3.22293 -3.33143 -1.35224 -0.1 0.0 0.0 -0.019
C -3.99053 -3.95302 -2.31901 0.0 0.0 0.0 0.002
C -4.41993 -3.25411 -3.44657 0.0 0.0 0.0 -0.019
C -4.07156 -1.91756 -3.57173 0.0 0.0 0.0 0.002
C -3.31723 -1.28738 -2.59111 0.0 -0.1 -0.1 -0.005
H -2.86674 -3.90862 -0.50579 0.0 0.0 0.0 -0.001
H -4.24409 -5.00227 -2.20763 0.0 0.0 0.0 0.001
H -5.01163 -3.74774 -4.20850 0.0 0.0 0.0 -0.001
H -4.39967 -1.34721 -4.43412 0.0 0.0 0.0 0.000
H -3.09250 -0.22968 -2.69045 0.0 0.0 0.0 0.011
F 5.31539 -0.84376 -3.22396 0.0 0.0 0.0 0.000
C 4.63613 -1.75448 -2.49791 0.0 0.0 0.1 0.001
C 5.28992 -2.33362 -1.42511 0.1 -0.1 -0.1 0.000
F 6.55922 -1.92663 -1.18950 -0.1 0.0 -0.1 0.000
C 4.68580 -3.25099 -0.55349 0.0 0.1 -0.1 0.001
C 3.35775 -3.53264 -0.89803 -0.1 -0.1 0.2 0.000
C 2.70472 -2.95097 -1.96528 -0.3 -0.1 -0.2 0.001
F 1.42386 -3.31809 -2.19681 0.4 0.1 0.1 0.003
C 3.30912 -2.02884 -2.81825 0.0 -0.1 0.1 0.001
C 2.56926 -1.37349 -3.91909 0.1 0.0 0.2 0.007
C 1.37942 -0.75161 -3.59644 -0.1 0.2 0.0 0.033
N 0.40404 -0.22926 -3.21686 0.1 -0.2 0.3 0.030
C 3.09165 -1.26266 -5.21671 0.0 0.1 -0.2 0.002
N 3.51251 -1.16982 -6.29324 0.0 0.0 0.0 0.002
F 2.65550 -4.41439 -0.15031 0.1 0.1 -0.1 0.000
C 5.34097 -3.80925 0.61396 0.1 0.0 -0.2 0.000
C 4.65038 -4.47733 1.64075 -0.1 -0.4 0.1 0.000
N 4.15849 -5.02132 2.54117 0.0 0.1 -0.1 0.000
C 6.70790 -3.61876 0.89792 0.1 -0.2 -0.2 0.000
N 7.83118 -3.51954 1.17142 -0.1 0.1 0.1 0.001
```
Forces are in eV/Å.

Output
- Energy relative to the best compared isomer or geometry (same formula, charge and spin): 0.865 eV
- Multiplicity: 4
- Orbital gap (alpha / beta): 4.62 / 5.18 eV
- Charge: -2
- Calculated total energy: -102521.259 eV



No. 3
A molecular structure, C4H8CoF3O5S, computed with ωB97M-V/def2-TZVPD.

Geometry as XYZ:
```
22
Properties=species:S:1:pos:R:3:forces:R:3:lowdin_spin:R:1
O -1.21668 -0.28017 1.83447 -2.8 -0.4 -1.1 0.208
O -2.67832 -0.86435 1.50735 1.2 1.2 1.1 0.031
C -2.80984 -1.05992 0.15876 0.8 -1.0 -0.5 0.005
O -2.67458 0.23511 -0.46488 -0.7 0.0 -0.2 0.049
C -2.47461 0.24247 -1.87394 0.4 -0.1 -0.8 0.007
Co -1.99873 1.21878 1.01434 0.8 -0.3 1.3 2.670
H -3.81294 -1.45484 -0.06280 0.3 0.0 0.3 -0.001
H -2.00317 -1.70428 -0.22864 -0.3 0.1 0.0 0.000
H -2.41487 1.28934 -2.18588 -0.2 -0.3 0.0 0.000
H -1.52832 -0.25777 -2.12197 -0.2 0.1 0.1 0.000
H -3.31005 -0.27700 -2.36202 0.2 0.3 0.1 0.002
S 1.35001 0.38332 1.57830 0.4 -1.5 -0.4 0.002
O 1.36424 -0.78624 0.68154 0.1 1.3 0.8 0.002
O 2.85652 0.84520 1.93729 -0.6 0.1 -0.8 0.001
C 1.10317 1.83719 0.40066 1.9 -0.7 0.6 0.001
F 1.82824 1.70726 -0.67702 -0.2 0.1 -0.3 0.001
F -0.21355 1.80912 0.01975 -0.8 0.4 -0.5 0.023
F 1.33617 2.98281 0.98514 -0.3 0.5 0.1 0.000
C 3.48653 0.15248 3.03609 0.2 -0.2 0.6 0.000
H 4.54542 0.41730 2.97481 -0.3 0.1 0.1 0.000
H 3.41112 -0.93920 2.96531 -0.2 0.3 -0.3 0.000
H 3.02911 0.49006 3.97372 0.3 0.0 -0.2 0.000
```
Forces are in eV/Å.

Output
- Energy relative to the best compared isomer or geometry (same formula, charge and spin): 3.336 eV
- Multiplicity: 4
- Orbital gap (alpha / beta): 8.20 / 7.79 eV
- Charge: +1
- Calculated total energy: -71116.644 eV



Q: Which formula does entry 3 have?
A: C4H8CoF3O5S